Below is a structure of composition C17H18IN3O3Ru, with properties calculated with ωB97M-V/def2-TZVPD.

```
43
C17H18IN3O3Ru ωB97M-V/def2-TZVPD
Ru 0.84560 1.12640 -0.07949
C 3.55073 -1.64444 -2.37801
C 2.25887 -2.18214 -1.86518
N 2.11326 -3.48429 -1.75555
C 0.92142 -3.90554 -1.27098
C -0.15023 -3.12029 -0.83723
C -1.42227 -3.80230 -0.40151
O -1.87026 -3.44361 0.90159
C -0.02194 -1.73513 -0.88604
C -1.06617 -0.90291 -0.41073
N -1.06663 0.45921 -0.48765
C -2.25136 1.17840 -0.28954
C -3.50830 0.57995 -0.14889
C -4.65217 1.34089 0.02333
C -4.59502 2.72661 0.05041
C -3.36776 3.35258 -0.10462
C -2.24204 2.57232 -0.26876
I -0.40474 3.55462 -0.55464
C 1.22381 -1.25220 -1.47791
O 1.43358 0.02069 -1.66923
H 4.11384 -2.44825 -2.84362
H 4.14215 -1.23433 -1.55323
H 3.38229 -0.83185 -3.08477
H 0.80756 -4.98743 -1.24384
H -1.28375 -4.88137 -0.47952
H -2.22925 -3.53093 -1.08054
H -1.31044 -3.87193 1.55573
H -1.88718 -1.40064 0.08247
H -3.59673 -0.49643 -0.18910
H -5.60447 0.83777 0.13199
H -5.49055 3.31872 0.18199
H -3.29622 4.43320 -0.10232
N 2.05719 1.83033 3.85489
C 1.83136 1.82280 2.55088
O 0.93055 1.08191 2.07301
C 2.62887 2.70483 1.64037
C 2.70225 2.03950 0.26374
H 1.48889 1.26176 4.46259
H 2.76893 2.41288 4.25946
H 3.60704 2.93770 2.06575
H 2.07679 3.64629 1.58491
H 3.38861 1.18760 0.28379
H 3.04389 2.72905 -0.50400
```

Summary:
Gap between HOMO and LUMO (alpha / beta) in eV: 6.153 / 5.804
Net charge: +1
LUMO level (alpha / beta) in eV: -3.0951 / -5.6172
Spin multiplicity: 6

***

Below is a structure of composition C17H18LiNO5S8 at a distorted geometry, with properties calculated with ωB97M-V/def2-TZVPD.

```
50
C17H18LiNO5S8 ωB97M-V/def2-TZVPD
Li 0.19506 0.08391 -0.48418
S -1.44585 1.90000 2.70318
C -1.32066 0.23803 2.87735
N -0.82171 -0.66961 2.07388
C -0.87490 -1.94762 2.57699
C -0.40114 -3.08130 1.91510
C -0.49051 -4.31815 2.53468
C -1.04918 -4.44881 3.80636
C -1.53516 -3.33049 4.47395
C -1.44419 -2.09040 3.85829
S -1.94060 -0.52931 4.42458
H 0.03026 -2.96582 0.92788
H -0.11563 -5.19712 2.02326
H -1.10576 -5.42310 4.27846
H -1.97276 -3.42176 5.46150
C 2.65821 -1.08161 1.30277
O 2.70794 -2.19070 0.42258
C 2.04723 -1.98285 -0.82078
O 0.86676 -1.51223 -0.79896
H 3.08767 -1.41936 2.24466
H 1.63258 -0.75278 1.47148
H 3.24794 -0.25338 0.89784
O -0.62285 1.53949 -1.01391
S -0.07506 2.48472 -2.05748
C -0.73069 1.89241 -3.65608
C -2.09901 2.51211 -3.89309
C -2.01904 3.94337 -3.36944
C -1.40814 3.82091 -1.98158
H -0.74923 0.81048 -3.54697
H 0.00387 2.15713 -4.41828
H -2.84535 1.96172 -3.31424
H -2.38758 2.46849 -4.94681
H -2.99928 4.42872 -3.36251
H -1.36279 4.53185 -4.02030
H -2.12786 3.49042 -1.23179
H -0.93242 4.74121 -1.64004
O 2.17728 0.55198 -1.85599
O 1.32122 0.47056 -3.03354
C 0.79845 -1.92220 -4.44864
S 0.16835 -3.22273 -3.34969
C 1.67575 -3.77062 -2.63814
C 2.35463 -3.24032 -1.60979
S 3.21209 -0.70504 -1.87200
S 3.83973 -4.04797 -1.17529
C 3.82424 -5.26068 -2.40468
S 5.00129 -6.41531 -2.58370
S 2.43335 -5.15371 -3.40390
H -0.03714 -1.64784 -5.09442
H 1.61597 -2.31383 -5.05173
H 1.11694 -1.05522 -3.86310
```

Summary:
Gap between HOMO and LUMO in eV: 5.944
Net charge: -2
ΔE to the lowest compared entry with this formula, charge and spin in kJ/mol: 173.5
LUMO level in eV: 4.1109

***

Below is an isolated molecule of C17H18N4OS at a distorted geometry, with properties calculated with ωB97M-V/def2-TZVPD.

```
41
C17H18N4OS ωB97M-V/def2-TZVPD
C -2.03563 0.22549 4.64961
C -1.76597 0.50842 3.20816
N -2.05495 -0.44507 2.34982
C -1.82061 -0.20784 1.07302
N -1.98408 -0.98975 0.02239
C -1.55636 -0.23868 -1.00204
N -1.14556 0.98384 -0.68321
N -1.29801 1.01693 0.63817
C -0.96907 2.00255 1.48965
C -1.21522 1.74590 2.81699
H -0.97642 2.48908 3.56017
C -0.35297 3.22733 0.92234
H -0.08691 3.92967 1.70605
H -1.04169 3.69813 0.22198
H 0.53521 2.94082 0.35717
S -1.54344 -0.82723 -2.62137
C -0.51477 0.45791 -3.44247
C 0.87872 -0.07199 -3.78170
C 1.99568 0.46582 -2.87747
C 1.79187 0.38057 -1.37481
O 1.82455 1.39687 -0.70872
C 1.59149 -0.93979 -0.73868
C 1.73633 -2.15765 -1.40153
C 1.44900 -3.34161 -0.74944
C 1.02331 -3.33283 0.56900
C 0.92774 -2.13380 1.25596
C 1.22017 -0.95155 0.60854
H 1.16374 -0.00724 1.13130
H 0.61286 -2.12146 2.28850
H 0.77726 -4.25992 1.06400
H 1.55183 -4.27907 -1.27579
H 2.09063 -2.19208 -2.41937
H 2.92334 -0.06342 -3.11306
H 2.14778 1.52504 -3.10072
H 1.12927 0.21696 -4.80534
H 0.84594 -1.16090 -3.75446
H -0.48597 1.30613 -2.76301
H -1.06133 0.72667 -4.34461
H -2.43735 -0.77761 4.75117
H -1.11818 0.31170 5.22927
H -2.75221 0.94367 5.04453
```

Summary:
Gap between HOMO and LUMO in eV: 8.570
ΔE to the lowest compared entry with this formula, charge and spin in kJ/mol: 78.8
LUMO level in eV: 0.2589

***

Below is a structure of composition C17H18N5NiS6, with properties calculated with ωB97M-V/def2-TZVPD.

```
47
C17H18N5NiS6 ωB97M-V/def2-TZVPD
Ni 0.01178 -0.70298 0.29845
C 1.54908 -2.78930 3.73570
C 0.73191 -2.04854 2.72770
N 1.19808 -1.60809 1.62621
N 2.49731 -1.81646 1.29968
C 2.90315 -1.52999 0.03019
N 4.19189 -1.79221 -0.22094
S 1.88002 -0.91098 -1.13283
C -0.72669 -1.81755 2.88469
C -1.39365 -1.99189 4.08573
C -2.76368 -1.76836 4.12935
C -3.42032 -1.39018 2.97448
C -2.67581 -1.22709 1.81497
N -1.36326 -1.42706 1.76697
H 2.48752 -2.27327 3.94857
H 1.77985 -3.79276 3.36506
H 1.02846 -2.90473 4.68074
H 3.10235 -2.29853 1.94380
H 4.82769 -2.15146 0.47099
H 4.53554 -1.63266 -1.15147
H -0.86460 -2.28436 4.98214
H -3.30559 -1.89457 5.05802
H -4.48922 -1.22323 2.95944
H -3.14733 -0.93285 0.88496
C -3.41644 1.59275 -2.17973
C -3.22488 1.87295 -0.83562
C -2.16740 1.27698 -0.17327
N -1.33319 0.41619 -0.76699
C -1.51497 0.15978 -2.06864
C -2.53538 0.72859 -2.81093
H -4.22343 2.05625 -2.73214
H -3.86956 2.56160 -0.30526
H -1.97340 1.48550 0.87086
H -0.80987 -0.52549 -2.52352
H -2.63141 0.49268 -3.86237
C 3.96621 1.95511 -2.70978
S 2.65229 1.55128 -3.87471
C 1.28767 2.50397 -3.42675
C 0.87904 2.97475 -2.17014
S 1.54800 2.67579 -0.67987
S -0.62345 3.88922 -2.22133
C -1.06063 3.59965 -3.86565
S -2.45738 4.06251 -4.55424
S 0.20730 2.78848 -4.75009
H 4.87750 1.65088 -3.22478
H 3.85054 1.41428 -1.77695
H 3.99835 3.02536 -2.52070
```

Summary:
Gap between HOMO and LUMO (alpha / beta) in eV: 6.622 / 6.011
Net charge: +1
ΔE to the lowest compared entry with this formula, charge and spin in kJ/mol: 116.5
LUMO level (alpha / beta) in eV: -3.2961 / -4.2966
Spin multiplicity: 3

***

Below is an isolated molecule of C17H18N6O4S at a distorted geometry, with properties calculated with ωB97M-V/def2-TZVPD.

```
46
C17H18N6O4S ωB97M-V/def2-TZVPD
C -2.15439 -0.81455 2.86044
H -2.96092 -1.55166 2.80794
O -1.08402 -1.16484 2.01794
C -1.32255 -1.32183 0.69377
C -2.52035 -1.03268 0.05419
C -2.63710 -1.16247 -1.32004
C -1.57064 -1.57650 -2.10185
C -0.37781 -1.89729 -1.46563
C -0.25319 -1.78534 -0.09258
N 0.94265 -2.16076 0.53073
C 2.22973 -1.91544 0.16496
N 3.02348 -2.49010 1.04107
N 2.22815 -3.07099 1.92369
N 1.00825 -2.89644 1.64812
S 2.71520 -0.97725 -1.20796
C 4.28398 -0.30873 -0.54008
C 4.32062 1.18992 -0.67146
O 5.15915 1.77162 -1.31446
N 3.31900 1.91578 -0.05556
C 2.32336 1.48938 0.82827
O 2.31932 0.40609 1.35870
N 1.38368 2.43960 1.06636
H 1.36709 3.27392 0.49993
C 0.13527 2.07223 1.70398
C -0.99125 2.11605 0.72102
C -2.29031 2.51418 0.83840
C -2.87037 2.35264 -0.44464
C -1.88054 1.87523 -1.24357
O -0.74060 1.72834 -0.54877
H -1.85477 1.61487 -2.28210
H -3.88017 2.56917 -0.72528
H -2.77132 2.88064 1.72226
H 0.27721 1.05671 2.09373
H -0.07925 2.74608 2.53875
H 3.36448 2.90492 -0.27138
H 5.11081 -0.73135 -1.10972
H 4.32478 -0.62838 0.50078
H 0.46356 -2.25034 -2.04375
C -1.68672 -1.70498 -3.58951
H -1.66677 -2.75497 -3.87938
H -0.85089 -1.21032 -4.08050
H -2.61604 -1.26861 -3.94611
H -3.58214 -0.92548 -1.78610
H -3.37054 -0.68871 0.62067
H -2.54725 0.17885 2.61802
H -1.73987 -0.80618 3.86675
```

Summary:
Gap between HOMO and LUMO in eV: 8.925
ΔE to the lowest compared entry with this formula, charge and spin in kJ/mol: 0.0
LUMO level in eV: 0.4157

***

Below is a structure of composition C17H19AsF6IrN3O2, with properties calculated with ωB97M-V/def2-TZVPD.

```
49
C17H19AsF6IrN3O2 ωB97M-V/def2-TZVPD
Ir 0.39143 0.68987 -0.69446
O -2.83604 0.09448 3.57763
C -3.66210 0.34950 2.55762
C -5.02625 0.38676 2.85079
C -5.94097 0.64447 1.85735
C -5.53526 0.87596 0.53609
C -4.20195 0.84209 0.23100
C -3.23771 0.57583 1.22853
C -1.84937 0.54865 0.85854
O -1.54474 0.74955 -0.41974
N -0.89892 0.33536 1.77120
N 0.31678 0.35298 1.19125
C 1.44564 0.24446 1.81159
C 2.62809 0.28234 0.96146
C 3.91699 0.12689 1.43610
C 4.96926 0.16475 0.53283
C 4.71144 0.35796 -0.81521
C 3.40309 0.50988 -1.23831
N 2.38899 0.47278 -0.37202
H -1.91327 0.10506 3.27256
H -5.33095 0.21054 3.87281
H -6.99414 0.67106 2.10496
H -6.26668 1.08303 -0.23142
H -3.86321 1.02479 -0.77829
H 1.48334 0.12723 2.88708
H 4.08545 -0.01966 2.49380
H 5.98614 0.04546 0.88112
H 5.51236 0.40026 -1.53874
H 3.14322 0.67741 -2.27366
F 0.52868 1.46643 -2.66015
As 0.79402 3.33596 -2.51530
F 1.05984 4.96565 -2.18419
F 0.89679 2.90104 -0.73393
F -0.89276 3.41703 -2.29229
F 2.46903 2.95186 -2.56437
F 0.69314 3.43344 -4.19684
C 0.48724 -2.92988 0.53044
C 1.08097 -2.39560 -0.77070
C 1.11436 -3.51820 -1.81746
C 0.27503 -1.25411 -1.37131
H 1.00757 -3.83675 0.83828
H -0.56593 -3.18559 0.39311
H 0.55168 -2.22359 1.35643
H 2.11451 -2.08000 -0.59942
H 0.10413 -3.86913 -2.03785
H 1.68701 -4.36566 -1.44119
H 1.56995 -3.18691 -2.75086
H -0.79353 -1.47424 -1.31370
H 0.53762 -1.08145 -2.42112
```

Summary:
Gap between HOMO and LUMO (alpha / beta) in eV: 6.297 / 4.871
Net charge: +1
ΔE to the lowest compared entry with this formula, charge and spin in kJ/mol: 1.7
LUMO level (alpha / beta) in eV: -5.2706 / -6.6611
Spin multiplicity: 2

***

Number 1: calculated total energy -39207.514 eV. Number 2: calculated total energy -116535.344 eV. Number 3: calculated total energy -36764.785 eV. Number 4: calculated total energy -131420.975 eV. Number 5: calculated total energy -45885.906 eV. Number 6: calculated total energy -106481.070 eV.